Entry 1:
Molecular formula: C19H23IN2O3PPdS2Se
Method: DFT, ωB97M-V/def2-TZVPD

Computed properties:
* strongest force on any atom: 0.0559 hartree/bohr
* gap between HOMO and LUMO (spin up / spin down): 6.00 / 5.64 eV
* DFT total energy: -5037.69058 Eh
* <S²>: 1.239
* highest occupied orbital energy (spin up / spin down): -7.48 / -7.51 eV
* energy relative to the best compared isomer or geometry (same formula, charge and spin): 60.6 kcal per mole

ORCA input file:
```
! RIJCOSX wB97M-V def2-TZVPD def2/J DEFGRID3
* xyz 0 2
Pd -0.6227 -0.4576 -0.5956
C 3.0589 -3.1944 0.3606
C 3.3816 -1.9338 1.1367
O 2.2726 -1.4327 1.8598
P 0.8310 -1.0018 1.2403
S -0.4004 -2.6286 1.2738
S -2.8411 -1.0840 0.4246
O 0.2396 -0.2025 2.4968
C 0.8357 0.9578 3.0774
C 1.9023 0.5855 4.0929
H 3.9646 -3.5793 -0.0994
H 2.3334 -2.9769 -0.4219
H 2.6444 -3.9463 1.0276
H 3.7683 -1.1597 0.4635
H 4.1303 -2.1384 1.9089
H 0.0027 1.4734 3.5635
H 1.2453 1.6086 2.2976
H 1.5413 -0.2256 4.7202
H 2.1260 1.4422 4.7219
H 2.8100 0.2558 3.5957
Se -1.2469 -3.4207 -2.4349
N -0.0766 -2.1616 -1.8294
C 1.0267 -2.1576 -2.5995
C 2.1142 -1.3002 -2.4523
C 3.2054 -1.4399 -3.3117
C 3.1984 -2.4034 -4.3032
C 2.1157 -3.2667 -4.4685
C 1.0087 -3.1578 -3.6271
N -0.1003 -3.9102 -3.7164
H 2.1031 -0.5349 -1.6781
H 4.0494 -0.7762 -3.1985
H 4.0490 -2.4955 -4.9617
H 2.1108 -4.0201 -5.2386
C -1.9263 -0.2092 -3.9960
O -2.2201 -0.4591 -2.6298
H -2.3591 0.7387 -4.3278
H -2.2967 -1.0290 -4.6181
H -0.8419 -0.1588 -4.0927
H -3.1812 -0.4642 -2.5173
C -2.9541 0.4628 0.9679
C -3.1955 1.5733 1.4331
C -3.3337 2.8838 1.9120
C -2.4210 3.8707 1.5100
C -2.5149 5.1447 2.0300
C -3.5181 5.4586 2.9366
C -4.4418 4.4942 3.3192
C -4.3568 3.2128 2.8134
H -1.6510 3.6272 0.7948
H -1.8016 5.8999 1.7323
H -3.5798 6.4592 3.3401
H -5.2185 4.7466 4.0277
H -5.0668 2.4561 3.1093
I 0.0988 1.9763 -1.0718
*
```

Entry 2:
Molecular formula: CHBr2FS
Method: DFT, ωB97M-V/def2-TZVPD

Computed properties:
* strongest force on any atom: 0.0412 hartree/bohr
* SMILES string: FC(=S)Br.Br
* gap between HOMO and LUMO: 9.16 eV
* DFT total energy: -5684.75060 Eh
* highest occupied orbital energy: -9.73 eV
* energy relative to the best compared isomer or geometry (same formula, charge and spin): 6.0 kcal per mole

ORCA input file:
```
! RIJCOSX wB97M-V def2-TZVPD def2/J DEFGRID3
* xyz 0 1
F -1.3819 -1.2282 1.6166
C -1.2509 -1.6481 0.3836
S 0.1214 -1.7373 -0.4529
Br -2.9449 -2.0892 -0.3367
Br -2.8549 1.5660 0.0511
H -1.8013 1.8615 -1.0038
*
```

Entry 3:
Molecular formula: C12H23BrN4O3
Method: DFT, ωB97M-V/def2-TZVPD

Computed properties:
* strongest force on any atom: 0.0170 hartree/bohr
* SMILES string: [H]/N=C/C[C@H]1NC(=O)C[C@@H]1Br.CN(C)C=O.CN(C)C=O
* gap between HOMO and LUMO: 10.04 eV
* DFT total energy: -3489.80115 Eh
* highest occupied orbital energy: -9.34 eV

ORCA input file:
```
! RIJCOSX wB97M-V def2-TZVPD def2/J DEFGRID3
* xyz 0 1
H -1.9877 -3.2972 1.3975
N -1.2115 -2.6951 1.1269
C -0.1132 -3.3014 1.0866
C 1.1696 -2.6129 0.7095
C 1.0882 -1.0988 0.7062
N 1.8038 -0.4882 1.8605
C 2.0990 0.8607 1.4832
O 2.6310 1.6534 2.2098
C 1.6688 1.0604 0.0419
C 1.7195 -0.3708 -0.4751
Br 0.7882 -0.5788 -2.1472
H -0.0195 -4.3703 1.3083
H 1.9456 -2.9443 1.4060
H 1.4660 -2.9830 -0.2777
H 0.0462 -0.7773 0.7547
H 2.7153 -0.9289 1.9755
H 2.2381 1.7987 -0.5162
H 0.6171 1.3695 0.0701
H 2.7544 -0.6854 -0.6229
C -7.0222 -2.5135 0.1249
N -5.7524 -2.1983 0.7397
C -5.1229 -0.9140 0.4753
C -5.1123 -3.0563 1.5562
O -4.0437 -2.8118 2.0854
H -6.9450 -2.4977 -0.9642
H -7.7924 -1.8009 0.4273
H -7.3339 -3.5098 0.4344
H -4.1400 -1.0532 0.0246
H -4.9861 -0.3562 1.4017
H -5.7583 -0.3457 -0.2004
H -5.6485 -4.0093 1.6993
C 3.5723 4.7686 -0.7807
N 3.9242 3.7771 -1.7743
C 5.1464 3.0090 -1.6165
C 3.1502 3.5290 -2.8529
O 3.4022 2.6939 -3.6981
H 4.3379 5.5442 -0.7113
H 3.4500 4.3126 0.2043
H 2.6310 5.2383 -1.0616
H 5.8121 3.1627 -2.4662
H 4.9278 1.9419 -1.5571
H 5.6450 3.3263 -0.7034
H 2.2402 4.1528 -2.8840
*
```

Entry 4:
Molecular formula: C5H9O3Pb
Method: DFT, ωB97M-V/def2-TZVPD

Computed properties:
* strongest force on any atom: 0.1164 hartree/bohr
* gap between HOMO and LUMO (spin up / spin down): 6.21 / 8.04 eV
* DFT total energy: -614.32965 Eh
* <S²>: 0.753
* highest occupied orbital energy (spin up / spin down): -5.84 / -7.97 eV
* energy relative to the best compared isomer or geometry (same formula, charge and spin): 0.0 kcal per mole

ORCA input file:
```
! RIJCOSX wB97M-V def2-TZVPD def2/J DEFGRID3
* xyz 0 2
O 0.4289 1.0963 -0.6636
C -0.1755 0.1073 -0.2232
O -1.4343 -0.0010 -0.5513
C -2.3902 -0.7283 0.2565
C 0.5295 -1.4904 0.2911
H -0.1095 -2.1588 0.8919
C 1.6983 -2.1525 -0.4046
H 1.3981 -3.1222 -0.8283
H 2.0517 -1.5663 -1.2660
H 2.5237 -2.3339 0.3044
C -3.7326 -0.0629 0.0963
H -2.0506 -0.7027 1.3002
H -2.4089 -1.7713 -0.0758
H -3.7656 0.8979 0.6252
H -4.5015 -0.7213 0.5223
H -3.9670 0.1013 -0.9636
Pb 2.1684 1.3070 0.6855
O 0.8870 -0.3569 1.1211
*
```

Entry 5:
Molecular formula: C5H9N2
Method: DFT, ωB97M-V/def2-TZVPD

Computed properties:
* strongest force on any atom: 0.1085 hartree/bohr
* SMILES string: CC1=N[C@@H]1[NH+]1CC1
* gap between HOMO and LUMO: 12.10 eV
* DFT total energy: -305.03340 Eh
* highest occupied orbital energy: -15.26 eV
* energy relative to the best compared isomer or geometry (same formula, charge and spin): 123.4 kcal per mole

ORCA input file:
```
! RIJCOSX wB97M-V def2-TZVPD def2/J DEFGRID3
* xyz 1 1
C -2.5192 0.5803 0.5161
C -1.7199 -0.5227 0.0337
N -1.5950 -1.7929 -0.0084
C -0.5636 -0.9438 -0.6415
N 0.8868 -0.8915 0.2562
C 2.2260 -0.6157 -0.3179
C 1.4678 0.4626 0.4671
H -3.5319 0.4917 0.0203
H -1.9398 1.4470 0.4004
H -2.7810 0.4101 1.6130
H -0.3166 -0.9720 -1.6030
H 0.7387 -1.3825 1.1382
H 2.3774 -0.5216 -1.3215
H 2.9880 -1.2232 0.3091
H 1.9617 0.6073 1.4074
H 1.1835 1.3813 -0.1556
*
```

Entry 6:
Molecular formula: H7O3
Method: DFT, ωB97M-V/def2-TZVPD

Computed properties:
* strongest force on any atom: 0.0345 hartree/bohr
* gap between HOMO and LUMO: 13.59 eV
* DFT total energy: -229.64517 Eh
* highest occupied orbital energy: -17.40 eV
* energy relative to the best compared isomer or geometry (same formula, charge and spin): 10.5 kcal per mole

ORCA input file:
```
! RIJCOSX wB97M-V def2-TZVPD def2/J DEFGRID3
* xyz 1 1
O -1.1465 -1.5181 -0.4433
H -1.0489 -2.4588 -0.3865
H -1.7228 -1.2651 -1.1701
O -0.0106 1.8078 0.4178
H -0.0300 2.5122 -0.2323
H 0.5927 2.1961 1.0798
O 1.1349 -0.3666 0.0612
H 0.5973 0.5804 0.0348
H 1.2976 -0.6201 0.9825
H 0.3362 -0.8678 -0.3441
*
```

Entry 7:
Molecular formula: C11H8AuF6NO5S5
Method: DFT, ωB97M-V/def2-TZVPD

Computed properties:
* strongest force on any atom: 0.0977 hartree/bohr
* gap between HOMO and LUMO (spin up / spin down): 7.16 / 5.69 eV
* DFT total energy: -3580.62640 Eh
* <S²>: 2.010
* highest occupied orbital energy (spin up / spin down): -8.51 / -9.57 eV
* energy relative to the best compared isomer or geometry (same formula, charge and spin): 6.7 kcal per mole

ORCA input file:
```
! RIJCOSX wB97M-V def2-TZVPD def2/J DEFGRID3
* xyz 0 3
Au 2.1886 -1.5920 -0.5562
S 5.2031 -4.9900 0.2801
C 4.1453 -3.7638 -0.2849
S 2.8171 -3.8467 -1.2407
S 4.1439 -2.2227 0.6581
F 1.1978 4.2458 -1.2801
C 2.0241 3.3686 -0.7539
F 3.1501 3.3397 -1.4479
F 2.3369 3.6498 0.5208
S 1.1877 1.7246 -0.5980
O 2.2664 0.8046 -0.1485
O 0.1067 1.9485 0.2475
N 0.8721 1.4504 -2.1536
S 0.3780 0.0978 -2.7995
O 0.3996 -1.0306 -1.8169
O 0.9182 -0.1670 -4.0865
C -1.4196 0.2599 -3.0937
F -1.4506 1.2194 -4.0250
F -2.1165 0.6174 -1.9834
F -1.9950 -0.8397 -3.5164
C 0.2656 0.5351 3.4720
C 0.1311 -0.2583 2.1695
O 1.0776 -0.9221 1.7690
C -1.2024 -0.4472 1.5794
C -1.4559 -1.4077 0.6169
C -2.6264 -1.4807 -0.1004
C -3.6282 -0.5287 0.2492
C -3.4041 0.3701 1.2217
C -2.2101 0.4360 1.9391
H -0.2849 1.5079 3.4863
H 1.3268 0.7085 3.5488
H -0.1412 0.0942 4.3859
H -0.6656 -2.1393 0.4650
H -2.7312 -2.3587 -0.7340
H -4.5007 -0.5299 -0.2861
H -4.1901 0.9946 1.5263
H -2.1141 1.1521 2.7702
*
```